The following is a quantum chemistry calculation of C5H11NO2 in the gas phase in a non-equilibrium geometry, from the Open Molecules 2025 dataset.

```
! wB97M-V def2-TZVPD RIJCOSX def2/J DEFGRID3
* xyz 0 1
C 0.031 0.881 0.171
C -0.849 -1.453 -0.679
C -0.101 0.440 1.634
C 1.481 0.854 -0.306
C -1.002 0.027 -0.714
N 0.249 -2.161 -0.476
O -0.435 2.201 0.022
O -2.208 0.502 -0.676
H -1.392 2.067 -0.191
H 0.237 -3.168 -0.556
H 1.154 -1.710 -0.500
H -1.784 -2.010 -0.669
H -0.530 -0.108 -1.811
H 2.026 1.658 0.192
H -1.154 0.469 1.917
H 0.448 1.134 2.272
H 0.287 -0.569 1.800
H 2.001 -0.074 -0.048
H 1.542 1.019 -1.382
*
```

Calculated values
Lowest unoccupied orbital energy (alpha / beta) ... -0.21 / -0.21 eV
Relative energy (zero: lowest compared OMol25 entry of this formula, charge and spin) ... 76.5 kcal per mole
Calculated total energy ... -402.25626 a.u.
HOMO-LUMO gap (alpha / beta) ... 7.822 / 7.822 eV
HOMO energy (alpha / beta) ... -8.04 / -8.04 eV


The following is a quantum chemistry calculation of 2 unconnected molecules or ions with the total composition C5H11NO2 in a non-equilibrium geometry, from the Open Molecules 2025 dataset.

```
! wB97M-V def2-TZVPD RIJCOSX def2/J DEFGRID3
* xyz 0 1
O 2.832 0.243 -1.136
C 2.058 -0.061 -0.255
N 1.196 1.033 0.134
C -0.167 0.716 0.630
C -1.169 0.433 -0.484
C -2.519 0.041 0.095
O -0.791 -0.605 -1.379
C 1.871 -1.327 0.384
H 1.143 1.703 -0.624
H -0.008 -0.211 1.184
H -0.460 1.458 1.371
H -1.312 1.334 -1.097
H -2.454 -0.948 0.544
H -2.852 0.768 0.835
H -3.260 0.024 -0.702
H 0.158 -0.605 -1.533
H 0.942 -1.867 0.251
H 2.033 -0.190 1.447
H 2.760 -1.938 0.337
*
```

Calculated values
Lowest unoccupied orbital energy ... 0.48 eV
Relative energy (zero: lowest compared OMol25 entry of this formula, charge and spin) ... 81.1 kcal per mole
Calculated total energy ... -402.24894 a.u.
HOMO-LUMO gap ... 10.001 eV
HOMO energy ... -9.52 eV


The following is a quantum chemistry calculation of 2 unconnected molecules or ions with the total composition C5H11NO2 in a non-equilibrium geometry, from the Open Molecules 2025 dataset.

```
! wB97M-V def2-TZVPD RIJCOSX def2/J DEFGRID3
* xyz 0 1
C -0.889 -2.274 -1.110
N -1.513 -1.249 -0.260
C -0.793 -0.312 0.465
C -0.100 0.811 -0.212
C 1.029 0.059 -0.712
O 0.263 1.886 0.704
C -1.028 -0.316 1.894
O -1.718 -1.145 2.417
H -1.655 -2.731 -1.726
H -0.363 -3.019 -0.506
H -0.177 -1.774 -1.749
H -2.039 -1.733 0.473
H 3.319 4.344 -0.421
H -0.837 1.212 -0.904
H 1.663 -0.515 -0.048
H 1.342 0.046 -1.751
H 2.885 4.498 0.166
H 1.215 1.730 0.766
H -0.603 0.479 2.514
*
```

Calculated values
Lowest unoccupied orbital energy ... -1.39 eV
Relative energy (zero: lowest compared OMol25 entry of this formula, charge and spin) ... 138.0 kcal per mole
Calculated total energy ... -402.15823 a.u.
HOMO-LUMO gap ... 6.121 eV
HOMO energy ... -7.51 eV


The following is a quantum chemistry calculation of 3 unconnected molecules or ions with the total composition C5H11NO2, from the Open Molecules 2025 dataset.

```
! wB97M-V def2-TZVPD RIJCOSX def2/J DEFGRID3
* xyz 0 1
C 2.050 0.678 -0.136
C -0.281 -0.181 0.659
C -0.188 0.319 -0.630
N 0.182 -1.362 1.044
C -2.215 -0.339 -0.740
C -3.182 0.555 -0.617
O 2.674 1.114 1.057
O 2.472 -0.651 -0.465
H 2.310 0.597 1.784
H 3.441 -0.701 -0.445
H 2.363 1.388 -0.909
H -0.754 0.426 1.421
H 0.877 -1.815 0.460
H 0.081 -1.671 1.995
H 0.208 -0.279 -1.433
H -0.443 1.347 -0.815
H -2.389 -1.353 -1.100
H -2.983 1.562 -0.246
H -4.225 0.367 -0.882
*
```

Calculated values
Lowest unoccupied orbital energy (alpha / beta) ... 0.62 / 0.62 eV
Relative energy (zero: lowest compared OMol25 entry of this formula, charge and spin) ... 167.4 kcal per mole
Calculated total energy ... -402.11135 a.u.
HOMO-LUMO gap (alpha / beta) ... 6.341 / 6.754 eV
HOMO energy (alpha / beta) ... -5.72 / -6.14 eV


The following is a quantum chemistry calculation of C5H11NO2 in the gas phase in a non-equilibrium geometry, from the Open Molecules 2025 dataset.

```
! wB97M-V def2-TZVPD RIJCOSX def2/J DEFGRID3
* xyz 0 1
C 0.213 -2.485 -0.305
C 1.111 -1.425 0.240
O 2.264 -1.553 0.568
N 0.487 -0.153 0.441
C 1.543 0.890 0.305
C -0.748 0.181 -0.306
C -1.346 1.499 0.211
O -2.167 2.251 -0.668
H -0.249 -3.019 0.528
H -0.518 -2.179 -1.045
H 0.837 -3.229 -0.797
H 2.353 0.527 -0.336
H 2.031 1.026 1.266
H 1.230 1.789 -0.197
H -1.493 -0.581 -0.095
H -0.487 0.201 -1.377
H -0.511 2.097 0.554
H -1.923 1.273 1.126
H -2.626 2.889 -0.111
*
```

Calculated values
Lowest unoccupied orbital energy ... 0.73 eV
Relative energy (zero: lowest compared OMol25 entry of this formula, charge and spin) ... 36.4 kcal per mole
Calculated total energy ... -402.32018 a.u.
HOMO-LUMO gap ... 10.178 eV
HOMO energy ... -9.45 eV


The following is a quantum chemistry calculation of C5H11NO2 in the gas phase in a non-equilibrium geometry, from the Open Molecules 2025 dataset.

```
! wB97M-V def2-TZVPD RIJCOSX def2/J DEFGRID3
* xyz 0 1
C 1.436 -1.193 1.168
C 0.503 -1.008 0.018
C -0.944 0.026 -0.215
C -1.574 0.956 0.765
O -1.829 -0.686 -1.020
C 0.429 0.249 -0.706
N 1.159 1.400 -0.265
O 0.417 0.310 -2.298
H 1.341 -0.413 1.931
H 1.262 -2.160 1.647
H 2.475 -1.194 0.816
H 0.256 -1.932 -0.488
H -2.098 1.749 0.219
H -0.836 1.440 1.405
H -2.315 0.433 1.377
H -2.608 -0.975 -0.521
H 2.146 1.165 -0.227
H 1.050 2.120 -0.975
H -0.272 -0.288 -2.631
*
```

Calculated values
Lowest unoccupied orbital energy ... 0.76 eV
Relative energy (zero: lowest compared OMol25 entry of this formula, charge and spin) ... 63.7 kcal per mole
Calculated total energy ... -402.27664 a.u.
HOMO-LUMO gap ... 9.021 eV
HOMO energy ... -8.26 eV


The highest relative energy (zero: lowest compared OMol25 entry of this formula, charge and spin) belongs to which entry?
number 4